10 unconnected molecules or ions with the total composition C45H115N5O15 at a distorted geometry. Source: OMol25; level of theory: wB97M-V/def2-TZVPD.

Structure (XYZ):
```
180
Properties=species:S:1:pos:R:3
H 15.339 9.025 14.897
H 20.089 12.357 14.350
H 14.392 6.520 12.639
H 12.284 1.165 13.250
O 12.974 8.242 8.662
H 11.673 9.866 8.312
H 10.576 13.544 12.815
H 11.368 16.842 9.366
H 18.384 16.200 16.149
C 11.796 9.920 16.303
H 20.532 13.614 13.318
H 10.611 -4.674 14.584
O 14.605 12.365 8.668
C 16.127 5.836 8.817
C 16.414 9.191 17.330
H 16.197 17.916 13.389
H 24.281 10.448 16.616
H 14.704 10.548 9.530
H 15.852 7.104 17.112
C 15.537 8.091 16.784
H 17.522 19.057 13.873
H 9.493 12.251 12.157
C 12.534 0.743 15.412
O 14.150 8.576 12.974
O 21.833 9.501 17.068
H 13.838 4.496 14.771
C 16.627 11.626 17.326
H 12.081 12.733 16.595
C 16.562 15.696 16.528
C 16.098 16.501 15.324
C 11.700 8.831 8.665
H 20.234 16.958 20.481
H 15.171 15.582 7.952
H 14.423 14.409 6.912
H 13.675 9.374 7.119
C 13.550 8.789 11.718
H 20.890 11.887 17.939
H 17.453 8.998 17.046
H 15.307 13.888 9.848
H 11.205 8.869 9.634
H 12.849 4.169 19.510
O 16.945 17.628 15.305
C 14.477 7.140 20.236
N 14.868 6.368 8.308
H 15.645 11.655 10.373
H 15.036 16.745 15.435
H 18.212 11.139 14.305
H 22.340 10.731 15.434
C 11.203 16.352 8.399
H 17.721 14.095 18.075
H 11.622 -1.294 13.861
C 13.052 3.769 14.963
O 15.828 5.179 11.134
C 22.188 10.772 16.516
H 11.016 10.396 15.712
H 14.198 10.257 17.853
N 13.252 15.022 8.555
N 15.656 8.161 15.320
H 14.687 7.989 19.580
O 13.205 2.692 14.071
H 23.672 11.076 18.116
H 14.772 3.802 12.280
C 14.540 14.686 7.970
H 13.033 13.370 12.489
H 15.955 19.226 14.625
H 13.689 12.704 10.994
H 17.595 16.306 19.064
H 10.259 -0.162 13.883
C 18.485 14.806 17.754
H 14.557 8.375 17.183
H 16.179 11.033 8.702
H 14.956 4.158 9.573
O 13.304 10.029 18.176
H 12.656 1.287 16.350
O 12.547 6.598 18.912
C 13.678 8.325 7.426
O 10.373 17.228 7.648
H 12.730 7.152 18.146
H 12.092 4.278 14.809
H 11.960 18.519 7.044
H 16.341 3.246 11.749
H 10.621 11.013 10.302
H 16.275 13.528 8.407
H 23.843 12.158 16.668
H 9.244 -4.382 15.563
H 13.369 12.738 17.802
H 9.232 -1.574 15.692
C 14.940 7.073 14.658
H 15.523 8.360 8.424
H 16.369 9.079 18.427
H 14.434 5.853 18.553
H 17.227 11.105 12.838
C 12.874 12.127 17.050
H 18.186 14.189 14.699
O 11.388 11.588 10.201
C 19.531 16.251 20.939
H 13.470 0.195 15.258
H 11.025 18.983 8.456
C 13.771 6.052 19.400
H 21.251 12.724 16.488
H 12.779 8.050 11.490
C 9.950 -1.976 14.970
C 15.020 7.684 7.710
H 12.419 13.849 10.778
H 20.054 15.767 21.761
C 12.789 13.092 11.467
H 10.249 19.130 6.936
C 23.573 11.166 17.034
H 9.934 13.608 11.201
H 19.242 16.724 18.502
H 12.957 4.842 21.079
H 16.171 15.842 14.450
H 21.303 9.679 17.847
H 16.072 14.713 16.584
C 15.251 13.640 8.784
C 17.581 11.741 13.645
C 12.516 15.937 7.722
H 11.536 10.814 18.237
H 11.289 -0.635 16.495
H 16.535 11.859 18.390
C 19.881 12.736 13.345
C 10.336 -4.281 15.572
H 13.167 16.801 7.566
N 11.372 -0.108 15.644
H 10.801 -4.859 16.361
H 16.570 6.669 9.385
H 16.744 4.030 9.734
C 10.956 18.495 7.469
C 11.574 12.150 11.526
C 21.030 11.721 16.864
H 14.307 8.624 10.939
H 11.768 11.238 12.097
C 13.513 4.770 20.143
H 13.266 9.833 11.633
H 16.230 16.203 17.441
C 18.581 15.912 18.815
C 18.399 12.951 13.138
H 10.585 15.471 8.578
H 12.804 14.170 8.862
H 12.660 9.506 15.782
H 17.611 11.414 16.907
H 16.788 12.077 14.315
N 17.990 15.323 16.489
H 11.216 2.020 14.190
H 19.429 14.269 17.693
C 12.309 10.791 17.466
C 12.255 1.663 14.226
C 15.879 4.700 9.794
H 9.529 -2.509 14.112
H 11.299 9.080 16.796
H 13.536 12.026 16.182
H 14.064 6.450 8.916
H 18.283 13.152 12.072
C 15.804 4.129 12.098
H 13.182 7.806 6.598
C 14.842 7.368 13.168
H 16.813 5.608 8.004
H 16.086 12.391 16.770
O 18.023 14.194 13.739
H 20.067 11.363 16.503
H 15.837 7.454 12.716
H 12.269 15.557 6.719
C 16.646 18.498 14.190
O 15.844 10.456 17.063
H 20.261 12.068 12.568
H 13.907 7.103 15.039
C 15.372 11.398 9.343
C 10.851 -0.843 14.499
H 18.709 16.846 21.355
H 13.779 7.562 20.959
H 13.095 3.473 16.016
O 10.733 -2.935 15.664
H 15.657 7.665 6.823
H 16.141 4.636 13.000
H 14.411 4.168 20.274
C 10.331 12.921 11.953
H 15.407 6.111 14.868
H 15.435 6.782 20.613
O 19.064 15.302 20.016
H 11.045 8.254 8.002
```

Output
Multiplicity: 1
ΔE to the lowest compared entry with this formula, charge and spin (eV): 4.1174
SMILES: COCCNCCOC.COCCNCCOC.COCCNCCOC.COCCNCCOC.COCCNCCOC.CC(C)O.CC(C)O.CC(C)O.CC(C)O.CC(C)O
Gap between HOMO and LUMO (eV): 8.97
LUMO energy (eV): 0.55

Löwdin atomic charge list, values in e, 99 entries:
1 H 0.10
2 H 0.05
3 H 0.11
4 H 0.12
5 O -0.22
6 H 0.08
7 H 0.08
8 H 0.12
9 H 0.11
10 C -0.04
11 H 0.08
12 H 0.09
13 O -0.20
14 C -0.19
15 C -0.22
16 H 0.09
17 H 0.08
18 H 0.07
19 H 0.12
20 C -0.20
21 H 0.08
22 H 0.08
23 C -0.19
24 O -0.19
25 O -0.06
26 H 0.06
27 C -0.06
28 H 0.08
29 C -0.20
30 C -0.24
31 C -0.11
32 H 0.08
33 H 0.12
34 H 0.12
35 H 0.12
36 C -0.08
37 H 0.08
38 H 0.13
39 H 0.12
40 H 0.08
41 H 0.08
42 O -0.20
43 C -0.04
44 N -0.06
45 H 0.08
46 H 0.13
47 H 0.06
48 H 0.13
49 C -0.21
50 H 0.10
51 H 0.12
52 C -0.10
53 O -0.23
54 C -0.47
55 H 0.08
56 H 0.04
57 N -0.06
58 N -0.04
59 H 0.04
60 O -0.20
61 H 0.08
62 H 0.08
63 C -0.21
64 H 0.09
65 H 0.09
66 H 0.05
67 H 0.12
68 H 0.11
69 C -0.18
70 H 0.09
71 H 0.10
72 H 0.13
73 O -0.09
74 H 0.11
75 O -0.05
76 C -0.20
77 O -0.19
78 H 0.06
79 H 0.10
80 H 0.08
81 H 0.09
82 H 0.07
83 H 0.12
84 H 0.08
85 H 0.08
86 H 0.08
87 H 0.13
88 C -0.21
89 H 0.10
90 H 0.12
91 H 0.12
92 H 0.07
93 C -0.06
94 H 0.05
95 O -0.08
96 C -0.13
97 H 0.12
98 H 0.09
99 C -0.50